{"formula": "C9H13N4O2", "method": "wB97M-V/def2-TZVPD", "charge": 1, "lumo_ev": -4.77, "homo_lumo_gap_ev": 7.557, "energy_ha": -719.648946, "elements": ["C", "C", "C", "C", "C", "C", "C", "C", "C", "N", "N", "N", "N", "O", "O", "H", "H", "H", "H", "H", "H", "H", "H", "H", "H", "H", "H", "H"], "xyz": [[5.8337, 0.5180, -0.2242], [4.8356, 1.3924, 0.1985], [5.5582, -0.8424, -0.5306], [3.5488, 0.9508, 0.2481], [4.3541, -1.3521, -0.2250], [3.2748, -0.4914, 0.1299], [-0.3205, -0.8854, 0.4806], [-4.5489, -1.1985, 0.2342], [-2.8321, 1.8596, -0.7685], [2.0147, -0.9930, -0.0982], [-1.2495, -0.6633, -0.4530], [0.9497, -0.6649, 0.3977], [-2.4393, -0.3621, 0.1231], [-3.4473, -1.0203, -0.5633], [-2.8533, 0.9172, 0.3864], [6.7693, 0.9619, -0.5032], [5.1514, 2.4807, 0.4867], [6.3276, -1.5500, -0.6804], [2.6909, 1.5559, 0.4719], [4.2497, -2.4208, -0.3378], [-0.6714, -1.1010, 1.5258], [-5.1422, -0.3455, 0.2686], [-4.3352, -1.4632, 1.2492], [-5.1179, -1.9965, -0.1671], [-3.4083, 2.6510, -0.3864], [-2.9484, 1.3004, -1.6295], [-1.9177, 2.3187, -0.8305], [-2.4243, -0.8758, 1.4723]], "lowdin_charge": [-0.0217, -0.0837, -0.0532, 0.0087, -0.0195, -0.2017, -0.1497, -0.0626, 0.0541, 0.1455, 0.1117, 0.1014, -0.2667, -0.0505, -0.0858, 0.1107, 0.1571, 0.1066, 0.1053, 0.1229, 0.1396, 0.0827, 0.0912, 0.1064, 0.0983, 0.0805, 0.0596, 0.3128]}

=====

{"formula": "C9H13N5O", "method": "wB97M-V/def2-TZVPD", "charge": 2, "lumo_ev": -7.55, "homo_lumo_gap_ev": 8.971, "energy_ha": -698.973537, "elements": ["C", "N", "N", "C", "N", "N", "C", "O", "C", "C", "C", "N", "C", "C", "C", "H", "H", "H", "H", "H", "H", "H", "H", "H", "H", "H", "H", "H"], "xyz": [[0.4365, 4.3634, -2.8146], [-0.6384, 4.1077, -1.9309], [-0.5259, 4.8234, -0.6493], [-0.4006, 3.5692, -0.4379], [-0.2117, 2.5990, 0.3592], [-0.1600, 1.1991, 0.1543], [-0.0090, 0.5423, 1.3512], [0.1348, 1.1191, 2.3493], [0.0217, -1.0010, 1.2229], [0.7778, -1.5130, 0.1804], [0.7228, -2.8615, -0.0299], [0.0021, -3.6483, 0.6754], [-0.1154, -5.0551, 0.3024], [-0.6665, -3.2154, 1.7277], [-0.6687, -1.8571, 2.1082], [-0.0782, 4.7713, -3.5905], [1.2333, 5.0798, -2.5271], [1.0603, 3.4916, -2.8933], [-0.3446, 5.7518, -0.3591], [-0.1086, 2.6818, 1.3879], [-0.0471, 0.9239, -0.8153], [1.2866, -0.8470, -0.5471], [1.1903, -3.2798, -0.8801], [0.8954, -5.3592, -0.0197], [-0.7045, -5.5477, 0.9795], [-0.7499, -5.0867, -0.5925], [-1.1541, -4.0332, 2.2673], [-1.1783, -1.7184, 3.0216]], "lowdin_charge": [-0.0724, 0.0467, 0.1843, -0.1232, 0.1626, 0.1384, -0.4182, 0.1926, -0.0461, 0.0502, -0.0198, -0.0939, 0.0744, 0.0422, 0.1163, 0.0716, 0.1179, 0.0943, 0.1745, 0.1795, 0.1729, 0.1511, 0.1548, 0.1377, 0.0793, 0.1334, 0.1648, 0.1342]}

=====

{"formula": "C9H13N5S", "method": "wB97M-V/def2-TZVPD", "charge": 2, "lumo_ev": [-9.49, -9.66], "homo_lumo_gap_ev": [4.869, 4.435], "energy_ha": -1021.847346, "elements": ["C", "C", "N", "C", "C", "N", "C", "N", "C", "N", "C", "S", "C", "N", "C", "H", "H", "H", "H", "H", "H", "H", "H", "H", "H", "H", "H", "H"], "xyz": [[3.3047, -0.1411, -1.3876], [2.2477, -0.0766, -0.5833], [1.3863, 1.0686, -0.5778], [2.0923, 2.3218, -0.7694], [0.0190, 0.9900, -0.2308], [-0.6568, -0.1421, -0.1337], [-0.4835, -1.3082, -0.3698], [-0.4429, -2.5191, -0.6417], [0.1747, -3.5867, 0.0648], [-0.6117, 2.1203, 0.0553], [-1.8701, 2.1955, 0.7028], [-2.4594, 3.7914, 0.9204], [-2.6288, 1.1237, 1.1448], [-3.3503, 0.2924, 1.5429], [-4.1245, -0.3649, 2.2649], [4.0477, -0.8707, -1.4184], [3.5146, 0.8122, -2.0710], [2.0505, -0.8999, -0.0389], [1.9113, 2.5703, -1.8835], [1.8854, 3.0516, -0.0535], [3.1539, 2.1487, -0.8396], [-0.9616, -2.8486, -1.4687], [-0.5990, -4.2146, 0.5399], [0.7957, -3.2192, 0.8115], [0.7237, -4.2520, -0.5677], [-0.3914, 3.1237, -0.1492], [-4.5996, 0.2444, 2.9851], [-4.1281, -1.4108, 2.1519]], "lowdin_charge": [0.1122, -0.1374, -0.0334, -0.0033, -0.2146, 0.3061, 0.0416, 0.1136, 0.0196, 0.1094, -0.7120, 0.7911, -0.0578, 0.0485, 0.1043, 0.0670, 0.1334, 0.0693, 0.1597, 0.0895, 0.0828, 0.2251, 0.1363, 0.0896, 0.1185, 0.1419, 0.1111, 0.0878]}

=====

{"formula": "C9H13NO", "method": "wB97M-V/def2-TZVPD", "lumo_ev": 0.72, "homo_lumo_gap_ev": 9.803, "energy_ha": -480.699985, "elements": ["C", "C", "C", "C", "C", "C", "C", "H", "H", "H", "H", "H", "H", "H", "H", "C", "C", "N", "O", "H", "H", "H", "H", "H"], "xyz": [[-0.1434, 3.2184, -1.6416], [-0.3131, 2.2381, -0.5519], [0.4095, 2.1999, 0.6933], [-0.0619, 1.3518, 1.7361], [-1.1016, 0.5192, 1.3427], [-1.7594, 0.5072, 0.1355], [-1.4195, 1.4331, -0.7975], [0.9100, 3.2305, -1.7124], [-0.6438, 4.1728, -1.5461], [-0.3976, 2.8051, -2.5879], [1.3901, 2.5676, 0.7238], [0.3209, 1.4104, 2.7368], [-1.5042, -0.1368, 2.0934], [-2.4772, -0.3635, -0.0744], [-1.9633, 1.4690, -1.7323], [0.5718, -2.8163, -1.4053], [1.0947, -2.7228, -0.0631], [0.5597, -1.6701, 0.6643], [1.8120, -3.5407, 0.5453], [-0.4490, -2.4291, -1.3338], [0.4145, -3.7285, -1.9088], [1.0938, -2.1917, -2.1197], [0.8301, -1.5500, 1.6299], [0.3993, -0.8116, 0.1309]], "lowdin_charge": [-0.0661, -0.2667, -0.0065, -0.0676, -0.1718, -0.1209, -0.0782, 0.0671, 0.0928, 0.0665, 0.0864, 0.1008, 0.1007, 0.1407, 0.1147, -0.0186, -0.5613, 0.1357, 0.0186, 0.0849, 0.0738, 0.0927, 0.1049, 0.0776]}

=====

{"formula": "C9H13NO2", "method": "wB97M-V/def2-TZVPD", "charge": 1, "spin_multiplicity": 2, "lumo_ev": [-4.22, -7.85], "homo_lumo_gap_ev": [8.138, 4.511], "energy_ha": -555.667738, "elements": ["C", "C", "O", "N", "H", "H", "H", "H", "H", "C", "C", "C", "C", "C", "C", "C", "O", "H", "H", "H", "H", "H", "H", "H", "H"], "xyz": [[-1.0111, 4.8947, 0.9677], [0.0170, 3.7870, 1.1974], [0.8607, 3.8028, 2.0480], [-0.1505, 2.7352, 0.3012], [-0.4687, 5.6804, 0.4399], [-1.2539, 5.3046, 1.9533], [0.5244, 1.9918, 0.2796], [-1.0551, 2.6181, -0.1223], [-1.9635, 4.5122, 0.6012], [1.6850, -4.0838, -1.2840], [-0.6220, -0.7942, 0.2170], [-0.3825, -0.7808, -1.1872], [-0.1673, -1.8264, 1.0570], [0.3224, -1.8637, -1.6425], [0.5294, -2.8620, 0.5298], [0.8402, -2.9211, -0.9050], [-1.4963, 0.0431, 0.7851], [-2.0193, 0.3772, 0.0588], [-0.8162, 0.0253, -1.7684], [-0.3287, -1.6932, 2.1238], [0.3768, -1.9660, -2.7299], [0.6771, -3.7483, 1.1378], [2.7609, -3.8763, -1.1978], [1.5920, -4.4617, -2.2998], [1.5491, -4.8947, -0.5609]], "lowdin_spin": [0.0000, 0.0000, 0.0008, 0.0026, 0.0000, 0.0000, 0.0005, -0.0001, 0.0000, 0.0539, 0.1884, 0.1078, 0.0717, 0.0672, 0.0331, 0.2635, 0.1718, 0.0014, 0.0026, 0.0006, -0.0008, -0.0013, 0.0249, 0.0066, 0.0051]}

=====

{"formula": "C9H13NO5", "method": "wB97M-V/def2-TZVPD", "lumo_ev": 0.58, "homo_lumo_gap_ev": 10.238, "energy_ha": -781.644001, "elements": ["C", "C", "C", "O", "C", "C", "O", "O", "C", "C", "O", "N", "C", "C", "O", "H", "H", "H", "H", "H", "H", "H", "H", "H", "H", "H", "H", "H"], "xyz": [[1.7838, 2.1205, 0.9924], [1.3257, 0.6795, 0.7017], [0.0939, 0.5858, -0.0923], [-0.0270, 0.6094, -1.4624], [-0.2175, -0.6508, -0.7866], [0.7680, -1.7287, -1.0143], [1.8337, -1.5112, -1.4434], [0.2522, -2.9233, -0.5716], [0.9631, -4.0833, -1.0738], [-1.7594, -0.9024, -0.6722], [-2.4181, -1.8510, -0.9512], [-2.2798, 0.2663, -0.0858], [-1.2988, 1.1376, 0.5243], [-1.4032, 2.5889, 0.1189], [-1.3496, 0.7931, 1.9340], [2.8904, 2.0660, 1.1112], [1.3982, 2.4285, 2.0593], [1.5507, 2.7457, 0.1014], [1.0351, 0.1888, 1.6143], [2.1930, 0.1733, 0.0444], [1.6351, -3.9202, -1.9579], [0.3138, -4.9225, -1.2407], [1.5890, -4.5526, -0.2816], [-3.3042, 0.4022, 0.1356], [-1.0959, 2.6050, -0.9860], [-0.7145, 3.1802, 0.7111], [-2.4946, 2.8440, 0.1088], [-1.2631, 1.6310, 2.4623]], "lowdin_charge": [-0.0907, -0.1545, -0.3638, 0.1184, -0.1389, -0.4274, 0.1756, -0.0084, -0.0415, -0.3368, 0.1238, 0.1468, -0.4615, 0.0066, 0.0063, 0.0731, 0.1096, 0.0876, 0.1182, 0.1713, 0.1088, 0.0775, 0.0953, 0.1893, 0.1237, 0.0713, 0.1022, 0.1184]}

=====

{"formula": "C9H13O7PYb", "method": "wB97M-V/def2-TZVPD", "charge": 3, "spin_multiplicity": 2, "lumo_ev": [-13.27, -14.08], "homo_lumo_gap_ev": [4.522, 3.705], "energy_ha": -2376.327362, "elements": ["Yb", "O", "C", "C", "O", "C", "O", "C", "O", "C", "H", "H", "C", "H", "H", "C", "O", "P", "O", "C", "O", "C", "H", "H", "H", "H", "H", "H", "H", "H", "H"], "xyz": [[0.5823, 0.0435, -0.1313], [1.6151, -3.4715, -0.5443], [1.4084, -2.3422, -0.5467], [0.9553, 2.5373, -0.5422], [0.8188, 3.6765, -0.5812], [-0.4866, -0.2003, -2.4105], [-1.1672, -0.2899, -3.3324], [2.5659, 0.5920, 1.4147], [3.1922, 0.6897, 2.3706], [4.5233, 0.1803, -3.4051], [5.2490, -0.2741, -2.7106], [4.0288, -0.4998, -4.1182], [4.3305, 1.5084, -3.4492], [3.6692, 1.9734, -4.1990], [4.8852, 2.1952, -2.7885], [-0.6725, -2.0277, 2.0438], [-0.2200, -0.6676, 1.7912], [-1.1445, 0.7986, 2.1535], [-2.4616, 0.2688, 2.9275], [-3.6728, -0.4700, 2.5994], [-1.4759, 0.8455, 0.4066], [-2.8155, 0.9671, -0.1212], [0.2223, -2.6392, 2.2203], [-1.2308, -2.4056, 1.1684], [-1.3292, -2.0323, 2.9348], [-3.5296, -1.1691, 1.7616], [-3.9432, -1.0266, 3.4931], [-4.4761, 0.2353, 2.3751], [-3.1440, -0.0198, -0.4777], [-3.4799, 1.3639, 0.6726], [-2.7969, 1.6604, -0.9752]], "lowdin_spin": [1.0022, 0.0000, -0.0009, -0.0005, 0.0000, -0.0010, 0.0000, -0.0008, 0.0000, -0.0002, 0.0000, 0.0000, -0.0002, 0.0000, 0.0000, 0.0002, 0.0007, -0.0001, -0.0001, 0.0000, 0.0005, 0.0002, 0.0000, 0.0000, 0.0001, 0.0000, 0.0000, 0.0000, 0.0000, 0.0000, 0.0000]}

=====

{"formula": "C9H14", "method": "wB97M-V/def2-TZVPD", "charge": -1, "spin_multiplicity": 2, "lumo_ev": [4.01, 3.95], "homo_lumo_gap_ev": [3.157, 7.248], "energy_ha": -351.219909, "elements": ["C", "C", "C", "C", "C", "C", "C", "H", "H", "H", "H", "H", "H", "H", "H", "C", "C", "H", "H", "H", "H", "H", "H"], "xyz": [[-0.4395, 2.3606, -1.7616], [1.7039, -1.1704, -0.8806], [0.3720, -1.3286, -1.2357], [2.2299, 0.0572, -0.4968], [-0.4336, -0.1218, -1.3991], [1.4644, 1.2306, -0.6319], [0.1298, 1.0888, -1.1641], [2.3544, -2.0653, -0.7378], [-0.0223, -2.2859, -1.4718], [3.2455, 0.1023, -0.0932], [-1.3365, -0.1534, -1.9790], [1.8978, 2.1945, -0.4611], [-0.5413, 3.1868, -1.0617], [-1.4582, 1.9496, -2.2164], [-0.0461, 2.3703, -2.7923], [-1.5064, -0.1713, 2.3955], [-0.9687, -1.5708, 2.1764], [-1.8613, -0.1594, 3.4469], [-0.6931, 0.5427, 2.4159], [-2.2663, 0.0603, 1.6535], [-0.6028, -1.7793, 1.1586], [-1.2823, -2.5521, 2.5660], [0.0606, -1.7855, 2.5700]], "lowdin_spin": [0.0138, 0.0706, 0.2470, 0.1493, 0.1118, 0.2451, 0.0550, -0.0004, 0.0282, 0.0099, 0.0078, 0.0317, 0.0052, 0.0024, 0.0018, 0.0030, 0.0054, 0.0005, 0.0030, 0.0025, 0.0056, 0.0004, 0.0004]}